Entry 1:
13 unconnected molecules or ions with the total composition C19H64N8O13, computed with ωB97M-V/def2-TZVPD.

Summary:
**Total energy**: -59273.510 eV
**Highest occupied orbital energy**: -8.998 eV

Cartesian coordinates (Å):
C  2.06782  3.18734  -0.37471
C  0.77182  3.70234  -1.03871
O  0.20082  2.67834  -1.84171
H  2.81982  2.86334  -1.15271
H  1.80482  2.32434  0.29629
H  2.59282  3.97234  0.20929
H  1.00682  4.62534  -1.57071
H  0.01082  4.12934  -0.34771
H  -0.02518  3.05134  -2.73471
C  3.23582  -0.19066  -1.97071
C  4.12082  -1.12666  -2.93371
O  3.09182  -1.66666  -3.72671
H  3.82282  0.11234  -1.15871
H  2.40582  -0.82166  -1.50371
H  2.78182  0.58334  -2.45571
H  4.69482  -1.96766  -2.39571
H  4.94782  -0.66866  -3.48971
H  3.52082  -2.25966  -4.39271
C  -4.60518  2.65334  -0.47171
C  -3.15918  2.93434  0.02629
O  -3.18018  2.86934  1.39229
H  -4.71118  2.60034  -1.56971
H  -5.14318  3.52634  -0.33671
H  -5.03718  1.78834  0.12029
H  -2.82418  3.95234  -0.10071
H  -2.27418  2.36834  -0.45371
H  -3.29618  1.95834  1.65529
C  -0.33518  -4.58166  2.58029
C  -1.31118  -4.74266  1.36429
O  -0.55218  -4.93966  0.25129
H  0.27082  -3.67366  2.61929
H  0.38982  -5.35666  2.57429
H  -0.93518  -4.76066  3.47329
H  -1.80918  -3.77366  1.30929
H  -2.06618  -5.65366  1.42129
H  -1.03818  -5.67766  -0.19671
C  0.27282  5.17534  2.74029
C  -0.20918  3.73234  2.70829
O  -0.84618  3.38334  3.89629
H  -0.65118  5.80034  2.78229
H  0.66182  5.56634  1.76429
H  0.83882  5.47434  3.60429
H  0.57882  3.20234  2.12229
H  -0.92518  3.72034  1.94629
H  -1.63518  2.78634  3.67629
C  2.16682  1.90934  -4.90471
C  0.96082  1.09034  -4.80771
O  1.05182  -0.09666  -5.48571
H  2.11482  2.73534  -4.21371
H  2.27282  2.26534  -5.92071
H  3.12382  1.35034  -4.75471
H  0.09782  1.63734  -5.09371
H  0.88982  0.68034  -3.79371
H  0.70082  -0.84666  -4.97071
C  -0.41418  0.02234  0.37229
O  -0.62518  0.98734  1.31129
N  -0.08218  0.16034  -0.87471
N  -0.60018  -1.23266  0.76629
H  0.19582  1.11834  -1.11771
H  0.42082  -0.58866  -1.36771
H  -1.00418  -1.38666  1.70329
H  -0.69418  -2.01866  0.12229
C  0.18082  -2.50066  -2.45071
O  -0.05618  -1.72166  -3.62271
N  -0.72718  -2.92766  -1.64371
N  1.33782  -2.85866  -2.10271
H  -1.70818  -2.95666  -2.03571
H  -0.57318  -3.60366  -0.86671
H  2.08482  -2.43866  -2.68571
H  1.67882  -3.05966  -1.11171
C  2.75182  -2.56266  1.05029
O  4.13182  -2.71466  1.18929
N  2.03682  -1.57966  1.45229
N  2.04082  -3.47666  0.46729
H  2.64382  -0.80666  1.66429
H  1.06682  -1.48666  1.12029
H  2.52582  -4.33266  0.14129
H  1.02382  -3.76266  0.54429
C  -1.32218  -1.52866  4.24129
O  -2.03918  -1.98666  3.16429
N  -0.82918  -0.35166  4.16029
N  -0.98018  -2.13266  5.33929
H  -1.02018  0.20734  3.28029
H  -0.23318  0.11834  4.87329
H  -0.66818  -1.61466  6.16729
H  -1.09518  -3.15666  5.41429
C  1.96282  1.13934  2.94029
O  3.17782  0.39734  3.14529
H  2.15182  2.18434  3.17129
H  1.11582  0.90134  3.49829
H  1.64982  0.98234  1.91729
H  3.01282  -0.23066  3.82529
C  -2.35718  0.61534  -3.37171
O  -2.37618  -0.17866  -2.20671
H  -3.32918  1.05734  -3.53171
H  -1.95818  -0.04166  -4.16071
H  -1.61418  1.42134  -3.20771
H  -1.49518  -0.15466  -1.73371
C  -3.89418  -0.62566  0.92629
O  -3.66518  -1.98166  1.17729
H  -3.30718  0.05334  1.46529
H  -4.87518  -0.34066  1.23729
H  -4.07318  -0.53866  -0.13871
H  -3.29418  -2.07166  2.01129

Here are the Löwdin charges for atoms 1 to 99, given in e: C -0.06; C -0.29; O -0.13; H 0.08; H 0.05; H 0.08; H 0.11; H 0.10; H 0.12; C -0.03; C -0.24; O -0.13; H 0.06; H 0.06; H 0.01; H 0.13; H 0.10; H 0.14; C -0.05; C -0.34; O -0.08; H 0.07; H 0.03; H 0.09; H 0.10; H 0.12; H 0.05; C -0.07; C -0.30; O -0.13; H 0.06; H 0.06; H 0.07; H 0.08; H 0.17; H 0.15; C -0.08; C -0.39; O -0.06; H 0.08; H 0.08; H 0.06; H 0.08; H 0.06; H 0.12; C -0.09; C -0.41; O -0.08; H 0.06; H 0.08; H 0.09; H 0.10; H 0.09; H 0.03; C -0.55; O -0.08; N 0.20; N 0.16; H 0.09; H 0.10; H 0.08; H 0.08; C -0.62; O -0.13; N 0.15; N 0.17; H 0.17; H 0.07; H 0.07; H 0.08; C -0.63; O -0.12; N 0.20; N 0.11; H 0.08; H 0.06; H 0.16; H 0.10; C -0.59; O -0.12; N 0.17; N 0.18; H 0.12; H 0.14; H 0.13; H 0.13; C -0.14; O -0.10; H 0.09; H 0.03; H 0.04; H 0.06; C -0.15; O -0.18; H 0.07; H 0.08; H 0.06; H 0.02; C -0.16

---

Entry 2:
A molecular structure, C54H59IrN4OP, computed with ωB97M-V/def2-TZVPD.

Summary:
**Net charge**: +1
**Total energy**: -77091.423 eV
**Highest occupied orbital energy**: -9.168 eV

Cartesian coordinates (Å):
Ir  -0.29260  0.45576  0.11404
C  -0.69236  0.68498  -6.09399
C  -1.92058  1.02996  -5.24679
C  -1.85111  0.44366  -3.87196
C  -2.45058  -0.68037  -3.40694
C  -3.39161  -1.59670  -4.12415
C  -4.85936  -1.28059  -3.82525
C  -2.05980  -0.81743  -2.01981
N  -1.23862  0.20641  -1.66452
C  -1.08727  0.99832  -2.77499
C  -0.32542  2.14357  -2.83250
C  0.40706  2.71587  -1.80275
C  1.24067  3.88746  -1.93092
C  1.47191  4.63501  -3.20561
C  2.47162  3.92486  -4.12366
C  1.80667  4.09665  -0.70972
C  1.31315  3.05274  0.15734
C  1.70008  2.86638  1.47635
C  1.35066  1.82169  2.30143
N  0.55422  0.76367  1.94018
C  0.45982  -0.04527  3.02898
C  -0.32821  -1.18258  3.10007
C  -1.16280  -1.66259  2.11718
N  -1.29103  -1.12577  0.85474
C  -2.15710  -1.95152  0.16794
C  -2.48563  -1.81989  -1.16236
C  -2.61318  -3.00821  1.03744
C  -1.99795  -2.83150  2.23570
C  -2.11535  -3.68049  3.46051
C  -1.04578  -4.77402  3.51692
C  -3.61359  -4.05512  0.65962
C  -5.05219  -3.53566  0.72221
C  1.20654  0.51878  4.13326
C  1.73029  1.69029  3.69222
C  2.50712  2.70511  4.47339
C  4.01815  2.59942  4.26581
C  1.26777  -0.06023  5.51222
C  0.03856  0.28861  6.35509
N  0.45948  2.24506  -0.52781
C  2.80035  5.13978  -0.30642
C  4.24227  4.62788  -0.36375
H  -0.78785  1.08001  -7.10529
H  -0.56429  -0.39692  -6.16063
H  0.21573  1.10298  -5.65329
H  -2.82437  0.67482  -5.74414
H  -2.02736  2.11545  -5.17819
H  -3.17252  -2.63392  -3.85738
H  -3.21200  -1.52429  -5.19831
H  -5.06627  -1.34655  -2.75571
H  -5.52324  -1.97299  -4.34266
H  -5.10754  -0.26738  -4.14365
H  -0.28499  2.64957  -3.78901
H  1.83656  5.63703  -2.97405
H  0.52498  4.77722  -3.73286
H  3.44191  3.82837  -3.63449
H  2.61305  4.47560  -5.05368
H  2.12943  2.91817  -4.37285
H  2.36015  3.61496  1.89612
H  -0.31552  -1.72587  4.03603
H  -3.14107  -2.57331  -1.57956
H  -3.10974  -4.12969  3.49431
H  -2.04481  -3.04982  4.34988
H  -1.07488  -5.38959  2.61648
H  -1.19946  -5.42620  4.37668
H  -0.04473  -4.34409  3.59019
H  -3.50225  -4.91320  1.32526
H  -3.39781  -4.42741  -0.34587
H  -5.29855  -3.20678  1.73246
H  -5.76159  -4.31087  0.43356
H  -5.19070  -2.68219  0.05657
H  2.27295  2.59225  5.53328
H  2.16887  3.70855  4.20380
H  4.37772  1.61544  4.57001
H  4.54805  3.35154  4.85074
H  4.27963  2.73584  3.21491
H  2.16645  0.30759  6.01134
H  1.38501  -1.14564  5.45371
H  -0.05568  1.36945  6.46747
H  0.10719  -0.15227  7.34943
H  -0.87828  -0.07111  5.88546
H  2.57424  5.49327  0.70251
H  2.69240  6.00965  -0.95648
H  4.36920  3.74259  0.26371
H  4.94462  5.39044  -0.02653
H  4.51065  4.34553  -1.38322
O  1.42690  -0.11653  -0.72008
P  2.56885  -1.10958  -0.70326
C  3.88535  -0.53209  0.36228
C  3.94887  -0.91336  1.70223
C  4.94542  -0.40202  2.51775
C  5.85444  0.51650  2.01201
C  5.76858  0.93296  0.69009
C  4.79287  0.40330  -0.13846
C  3.19208  -1.19966  -2.37836
C  4.35717  -1.91387  -2.65534
C  4.81665  -2.00246  -3.95767
C  4.11309  -1.38170  -4.98385
C  2.95129  -0.67625  -4.70990
C  2.48371  -0.58401  -3.40568
C  2.07500  -2.75066  -0.19528
C  0.79209  -3.18119  -0.52574
C  0.39793  -4.47741  -0.22888
C  1.28952  -5.34967  0.37726
C  2.58023  -4.93268  0.68226
C  2.97739  -3.63816  0.39405
H  3.22279  -1.60730  2.10962
H  5.00842  -0.71501  3.55065
H  6.63116  0.91398  2.65244
H  6.47021  1.65919  0.30183
H  4.73396  0.71912  -1.17272
H  4.91357  -2.39310  -1.85727
H  5.72279  -2.55193  -4.17366
H  4.47564  -1.44954  -6.00108
H  2.40647  -0.19516  -5.51151
H  1.58181  -0.02669  -3.18170
H  0.10294  -2.50579  -1.01827
H  -0.60609  -4.80003  -0.47559
H  0.98385  -6.36181  0.60765
H  3.27671  -5.61709  1.14754
H  3.98222  -3.32006  0.64275

Here are the Löwdin charges for atoms 1 to 99, given in e: Ir 1.52; C -0.08; C -0.18; C -0.12; C -0.12; C -0.19; C -0.08; C -0.22; N -0.05; C -0.22; C 0.06; C -0.22; C -0.12; C -0.18; C -0.07; C -0.12; C -0.21; C 0.07; C -0.21; N -0.04; C -0.22; C 0.06; C -0.21; N -0.06; C -0.24; C 0.05; C -0.14; C -0.13; C -0.18; C -0.08; C -0.19; C -0.07; C -0.13; C -0.12; C -0.18; C -0.08; C -0.19; C -0.08; N -0.05; C -0.18; C -0.07; H 0.08; H 0.08; H 0.05; H 0.11; H 0.11; H 0.11; H 0.11; H 0.07; H 0.08; H 0.08; H 0.11; H 0.11; H 0.11; H 0.07; H 0.08; H 0.06; H 0.11; H 0.11; H 0.11; H 0.11; H 0.11; H 0.07; H 0.08; H 0.07; H 0.11; H 0.11; H 0.08; H 0.08; H 0.07; H 0.11; H 0.12; H 0.07; H 0.08; H 0.06; H 0.11; H 0.11; H 0.08; H 0.08; H 0.07; H 0.11; H 0.11; H 0.06; H 0.08; H 0.07; O -0.42; P 0.87; C -0.27; C -0.08; C -0.07; C -0.07; C -0.07; C -0.06; C -0.27; C -0.07; C -0.06; C -0.06; C -0.06; C -0.05

---

Q: Which value of total energy does entry 2 give?
A: -77091.423 eV